Entry 1:
C32H21CdCl2F9N6O5S as an isolated structure. Source: the OMol25 dataset; level of theory: ωB97M-V/def2-TZVPD.

Calculated values
* net charge: -2
* HOMO: -2.28 eV
* multiplicity: 1
* E_LUMO: 4.1 eV
* energy relative to the best compared isomer or geometry (same formula, charge and spin): 1.3 kcal per mole
* Kohn-Sham gap: 6.34 eV

```
77
Properties=species:S:1:pos:R:3:forces:R:3
Cd -0.46047 0.03017 0.49273 0.13 0.03 0.38
Cl 1.25320 3.64692 -5.38353 -0.02 -0.07 0.04
C 0.51307 2.45926 -4.33208 -0.03 -0.12 -0.03
C 0.34826 2.76871 -2.99204 0.05 -0.07 -0.01
C -0.23169 1.86544 -2.09892 -0.07 0.04 0.07
N -0.34819 2.11278 -0.72270 -0.12 0.33 0.15
C -0.48587 3.37250 -0.30217 0.20 -0.13 -0.31
O -0.56146 4.41518 -0.98267 -0.13 0.02 0.15
C -0.58669 3.59440 1.20629 0.03 -0.20 -0.01
C -1.22179 4.75418 1.65253 -0.05 0.13 0.11
C -1.30249 4.99728 3.01321 0.01 -0.01 -0.16
C -0.73408 4.08562 3.89353 -0.04 -0.01 -0.01
C -0.12891 2.96000 3.36256 -0.06 -0.17 -0.17
N -0.05887 2.71364 2.05124 0.00 -0.12 0.09
C -0.66569 0.60002 -2.59364 -0.11 -0.09 0.16
C -0.50247 0.31838 -3.95263 0.04 -0.02 0.03
C 0.08566 1.23264 -4.81415 0.00 0.07 0.11
Cl 0.26470 0.80192 -6.49974 0.00 0.02 0.04
N -1.14313 -0.32093 -1.65642 -0.01 -0.03 -0.32
C -1.90065 -1.36644 -1.98413 0.16 0.14 -0.07
O -2.39513 -1.67002 -3.08420 0.10 0.05 0.11
C -2.23495 -2.28925 -0.80945 0.06 0.18 0.19
C -2.98608 -3.42957 -1.05938 -0.09 -0.13 0.02
C -3.33452 -4.24984 0.00096 0.04 0.08 -0.02
C -2.92650 -3.90543 1.28179 -0.06 -0.06 -0.05
C -2.17458 -2.75485 1.44770 0.11 0.15 -0.15
N -1.83496 -1.96702 0.42414 -0.24 -0.26 -0.08
H 0.68067 3.72592 -2.62629 -0.01 0.00 -0.03
H -1.62115 5.43623 0.91341 0.03 -0.04 0.03
H -1.80265 5.88559 3.38291 0.01 -0.01 0.00
H -0.77681 4.22480 4.96614 0.00 0.01 -0.01
H 0.28376 2.19759 4.01937 0.00 0.01 -0.11
H -0.82858 -0.63731 -4.33006 -0.05 -0.01 0.00
H -3.27447 -3.63344 -2.08102 0.01 0.00 0.03
H -3.91781 -5.14798 -0.16779 0.01 0.00 -0.01
H -3.17578 -4.51531 2.14236 0.02 0.04 -0.05
H -1.81915 -2.45022 2.42636 -0.01 0.06 -0.09
N -2.86398 0.96420 0.73555 -0.14 0.03 0.26
C -3.73684 0.44543 1.79300 0.29 0.04 -0.10
C -3.16602 0.73416 3.17489 0.23 -0.05 -0.09
C -1.94124 -0.10889 3.59274 0.25 -0.10 0.08
O -2.00111 -0.63242 4.72258 0.13 0.16 -0.49
O -0.96148 -0.18834 2.77651 -0.18 0.01 0.22
H -2.73029 1.96372 0.84556 0.02 0.00 -0.03
H -3.24735 0.80994 -0.18848 0.07 -0.06 -0.09
H -3.83327 -0.63198 1.65908 0.01 -0.08 -0.06
H -4.74598 0.86090 1.73357 -0.19 0.10 0.00
H -3.93082 0.56223 3.92660 -0.11 0.03 0.09
H -2.87347 1.78910 3.22703 -0.01 0.07 0.00
S 4.20940 1.94598 1.08856 -0.06 0.00 0.05
C 2.65393 1.23620 1.44644 0.05 0.05 -0.11
N 2.05784 0.67231 0.46362 -0.01 -0.06 0.05
C 2.83558 0.72328 -0.69682 0.01 0.08 0.17
C 2.52172 0.12415 -1.91588 -0.17 -0.05 0.03
C 3.37726 0.30118 -2.98361 -0.03 -0.03 -0.02
C 4.55850 1.04074 -2.84707 0.04 0.04 0.06
C 4.91232 1.59603 -1.63092 0.02 -0.02 -0.02
C 4.04095 1.42296 -0.55714 -0.07 -0.03 0.05
H 2.24057 1.30842 2.44773 0.00 -0.03 -0.22
H 1.63787 -0.49829 -1.97872 0.01 0.05 -0.01
H 3.13067 -0.14653 -3.94074 0.02 0.03 0.08
H 5.21547 1.16734 -3.70083 -0.04 0.00 0.03
H 5.84038 2.14524 -1.51298 -0.07 -0.03 -0.02
F 0.06721 -4.69593 -0.31979 0.41 -0.01 -0.18
C 1.27702 -4.24815 -0.73217 -0.18 0.28 -0.05
F 1.11337 -3.76710 -1.97587 0.03 -0.33 0.30
F 2.09285 -5.33580 -0.82788 -0.27 0.26 0.00
C 1.79209 -3.09425 0.22323 -0.08 0.00 -0.06
O 1.11813 -1.98444 -0.00120 0.41 -0.49 0.25
C 1.65548 -3.60928 1.71370 -0.19 0.29 -0.05
F 2.33725 -2.79997 2.55305 -0.10 -0.34 -0.15
F 2.10654 -4.87865 1.92198 -0.10 0.34 -0.01
F 0.37313 -3.58633 2.10569 0.43 -0.10 0.00
C 3.35045 -2.92403 -0.05961 -0.23 0.27 -0.02
F 3.80687 -1.79645 0.51700 0.01 -0.38 -0.20
F 4.14355 -3.93765 0.38596 -0.21 0.29 -0.14
F 3.57165 -2.81058 -1.38858 0.09 -0.06 0.38
```
Positions in Å, forces in eV/Å.

***

Entry 2:
C32H21ClN8O2ReS2 as an isolated structure. Source: the OMol25 dataset; level of theory: ωB97M-V/def2-TZVPD.

Calculated values
* net charge: +2
* HOMO (alpha / beta): -12.96 / -13.61 eV
* multiplicity: 4
* E_LUMO (alpha / beta): -6.6 / -7.5 eV
* energy relative to the best compared isomer or geometry (same formula, charge and spin): 0.0 kcal per mole
* Kohn-Sham gap (alpha / beta): 6.34 / 6.15 eV

```
67
Properties=species:S:1:pos:R:3:forces:R:3
Re -0.26649 0.00594 -0.03114 0.06 -0.07 0.33
S -0.86103 -0.09133 -2.32069 0.03 -0.10 0.05
C -1.60632 -1.66896 -2.21662 0.05 0.12 0.02
N -2.11561 -2.14317 -3.35347 0.04 -0.07 -0.01
N -2.82962 -3.20885 -3.42293 -0.06 0.05 -0.20
C -3.64611 -3.90241 -2.49569 -0.03 -0.24 0.04
C -4.23631 -3.29313 -1.39400 -0.12 0.06 -0.05
C -5.10924 -4.02821 -0.61368 0.01 0.01 -0.01
C -5.38302 -5.35903 -0.91403 0.03 -0.02 -0.04
C -4.79976 -5.95304 -2.02384 -0.04 0.01 0.07
C -3.94064 -5.22233 -2.82580 0.06 0.06 0.04
N -1.50790 -2.44210 -1.13092 0.14 0.03 -0.01
N -0.80711 -1.96019 -0.15052 0.04 0.00 -0.08
C -0.63678 -2.91047 0.91529 -0.02 -0.01 0.03
C 0.61003 -3.03772 1.50501 0.00 0.00 0.04
C 0.78474 -3.94450 2.53860 0.01 0.01 -0.02
C -0.28341 -4.71424 2.97510 -0.02 -0.02 -0.01
C -1.52419 -4.59672 2.36023 0.02 0.00 0.01
C -1.70665 -3.70108 1.32026 0.02 0.02 0.02
H -2.91413 -3.53701 -4.37969 -0.04 0.05 0.01
H -4.05258 -2.24999 -1.17435 -0.01 -0.03 -0.02
H -5.59464 -3.55854 0.23169 -0.01 0.00 0.01
H -6.06330 -5.92444 -0.29296 -0.01 0.00 0.01
H -5.02008 -6.98125 -2.27297 0.00 -0.01 0.00
H -3.49286 -5.67612 -3.70147 0.01 0.00 -0.01
H 1.44866 -2.47183 1.12619 0.03 0.03 0.00
H 1.76041 -4.06084 2.99004 0.01 -0.01 0.01
H -0.14577 -5.42197 3.78068 0.00 0.00 0.01
H -2.35068 -5.21272 2.68666 -0.01 -0.01 0.00
H -2.65951 -3.62891 0.81106 0.01 0.00 0.01
Cl 4.99308 -0.32788 5.14080 -0.01 0.01 -0.01
C 3.58823 -0.22381 4.15243 -0.02 0.00 -0.02
C 2.31703 -0.17106 4.76223 0.06 -0.01 -0.01
C 1.16925 -0.09212 4.01644 0.00 0.02 -0.05
C 1.23184 -0.06026 2.61495 0.03 -0.06 0.12
O 0.10924 0.01846 1.93992 -0.06 0.03 -0.21
C 2.50951 -0.11926 1.99610 0.06 0.03 0.00
C 2.67650 -0.12534 0.60023 0.05 -0.04 0.08
O 1.76747 -0.12807 -0.27744 -0.15 -0.05 -0.24
C 3.68516 -0.19460 2.79322 -0.04 0.01 0.05
H 2.25866 -0.19519 5.84245 0.00 0.00 0.01
H 0.19758 -0.05397 4.48843 -0.01 0.00 0.01
H 3.69534 -0.14151 0.20572 0.00 -0.01 0.02
H 4.65389 -0.23535 2.31245 0.02 0.00 -0.01
S -4.57521 6.13873 0.79991 0.10 -0.07 0.11
N -4.90143 4.59109 1.09165 -0.03 -0.03 -0.11
C -3.80874 3.90589 0.78873 -0.06 -0.01 0.07
C -3.66480 2.46651 0.88300 0.00 0.02 0.01
C -4.67111 1.60571 1.32888 0.00 0.01 0.00
C -4.41339 0.25453 1.38853 0.04 -0.02 -0.01
C -3.17377 -0.22397 0.97818 -0.05 0.03 -0.01
N -2.21472 0.58610 0.53134 -0.10 0.05 0.00
C -2.43946 1.92345 0.50812 0.00 0.01 0.00
C -1.33199 2.76611 0.08784 -0.02 -0.02 0.01
N -0.16560 2.13554 -0.19175 0.00 0.10 0.03
C 0.87667 2.85306 -0.60937 0.01 0.04 0.01
C 0.81314 4.23491 -0.74899 0.02 -0.03 0.00
C -0.35818 4.89134 -0.44353 -0.01 0.00 0.00
C -1.46102 4.14741 -0.01377 -0.02 0.02 0.02
C -2.74331 4.72080 0.34421 0.04 0.07 0.01
N -3.04737 6.00984 0.31562 -0.01 -0.02 -0.11
H -5.62685 2.01629 1.62729 0.00 0.00 0.00
H -5.15681 -0.44264 1.74719 0.00 0.00 0.00
H -2.93917 -1.27827 1.01486 -0.01 -0.01 0.01
H 1.77766 2.30294 -0.84181 0.00 0.01 -0.02
H 1.68452 4.77199 -1.09357 0.01 0.00 0.00
H -0.44568 5.96590 -0.53399 0.00 0.01 0.00
```
Positions in Å, forces in eV/Å.

***

Entry 3:
C32H22AsN2O8S5SbTc as an isolated structure in a non-equilibrium geometry. Source: the OMol25 dataset; level of theory: ωB97M-V/def2-TZVPD.

Calculated values
* net charge: +1
* HOMO (alpha / beta): -10.78 / -10.84 eV
* multiplicity: 1
* E_LUMO (alpha / beta): -5.1 / -5.0 eV
* energy relative to the best compared isomer or geometry (same formula, charge and spin): 39.2 kcal per mole
* Kohn-Sham gap (alpha / beta): 5.69 / 5.80 eV

```
72
Properties=species:S:1:pos:R:3:forces:R:3
Tc -1.94903 0.35301 0.41988 -0.66 0.39 -0.08
S -2.67218 -1.01451 1.97391 0.46 -0.72 -0.41
C -1.61943 -2.52827 1.99772 -1.42 1.40 0.87
C -2.00841 -3.39062 3.02583 0.95 -0.16 -1.30
C -1.39488 -4.62435 3.05370 -0.13 0.27 0.48
C -0.42653 -4.92433 2.10164 0.08 -2.01 0.11
C -0.09149 -4.08917 1.05016 -0.06 0.28 0.01
C -0.66131 -2.81541 1.05436 0.10 0.29 -1.17
As -0.37928 -1.37029 -0.28455 -1.17 -0.75 -0.03
C -0.35187 -2.14613 -2.08076 -0.24 0.43 0.02
C -0.89521 -3.39809 -2.30971 0.06 -0.28 0.83
C -0.80431 -3.99419 -3.55194 0.24 -0.82 0.20
C -0.26423 -3.29137 -4.58087 0.10 2.00 -0.72
C 0.16800 -1.94529 -4.43211 -0.21 -1.70 0.97
C 0.17544 -1.40508 -3.16123 -0.54 -0.31 -0.03
C 1.38368 -0.76577 -0.11185 1.92 0.28 0.09
C 1.74230 0.54690 -0.47822 1.12 -1.70 1.25
C 3.05785 0.98197 -0.27068 -0.63 -1.10 0.04
C 4.04971 0.12046 0.25662 -0.24 -0.10 -0.42
C 3.68002 -1.19563 0.56476 0.20 0.55 -0.20
C 2.37665 -1.63415 0.37322 -0.26 1.17 -0.19
H -2.79338 -3.08978 3.67440 -0.47 0.03 0.58
H -1.71362 -5.34239 3.81016 0.37 0.03 -0.26
H -0.03204 -5.95520 2.17379 0.02 0.76 -0.35
H 0.51104 -4.42839 0.19926 0.05 0.13 0.60
H -1.36158 -3.96573 -1.51101 0.12 0.14 0.13
H -1.03041 -5.05450 -3.70451 -0.37 0.51 0.15
H -0.31367 -3.70746 -5.55062 0.38 -0.48 -0.94
H 0.59470 -1.38389 -5.23262 -0.01 0.17 -0.57
H 0.51280 -0.38718 -3.10152 0.26 0.29 0.61
H 1.02800 1.24383 -0.82544 -0.64 0.47 -0.36
H 3.10131 1.99193 -0.59410 1.32 0.85 0.05
H 5.13023 0.33643 0.37244 -0.97 0.46 -0.11
H 4.45249 -1.86201 0.94071 -0.24 -0.06 -0.04
H 2.10413 -2.62658 0.62356 -0.07 -0.84 0.27
O -3.24000 0.12233 -1.19600 0.36 -0.08 -1.19
C -3.24249 0.72598 -2.30855 0.31 0.72 1.89
C -2.56527 1.97251 -2.56685 -0.90 -1.67 -0.89
C -2.87311 2.53567 -3.83095 -0.44 -0.14 0.19
C -2.24171 3.66342 -4.19606 0.90 0.58 0.33
C -1.25070 4.22507 -3.34704 -0.52 1.29 -0.30
C -1.00547 3.73298 -2.10307 1.23 -0.48 0.20
C -1.55182 2.46877 -1.72357 0.34 0.17 -0.01
O -1.06602 1.73963 -0.76828 -0.09 1.19 -0.19
N -2.52425 4.28184 -5.48536 -0.28 -0.32 -0.31
O -3.53634 3.92479 -6.08356 0.89 0.40 0.42
O -1.70247 5.08819 -5.86740 -0.36 0.10 -0.33
H -3.88289 0.36219 -3.10686 -0.18 -0.36 0.04
H -3.60491 2.12118 -4.53037 0.15 -0.09 0.48
H -0.73945 5.15730 -3.63359 -0.35 -0.64 -0.10
H -0.19208 4.21210 -1.53579 -0.61 -0.45 0.03
S 0.17546 5.79680 2.14514 -0.14 -0.04 0.21
Sb -0.74021 4.52022 3.65359 0.00 0.05 -0.30
S -3.46551 2.22249 1.22796 1.29 0.57 0.00
S -5.09229 1.31520 1.53138 -1.33 -0.77 0.39
S -6.29522 2.12527 2.75341 0.23 0.01 -0.29
O -0.74448 2.73987 2.59632 0.82 -0.38 0.22
C 0.01927 1.67960 2.48761 -2.34 0.45 -0.82
O -0.33273 0.74727 1.76361 -0.36 -0.34 -0.58
C 1.28099 1.49868 3.12477 2.24 -0.34 0.96
C 2.16377 2.55193 3.28008 0.33 -0.88 0.82
C 3.47884 2.29496 3.67260 0.46 1.32 -0.28
C 3.92248 1.01809 3.94687 -0.24 0.87 -0.66
C 3.02222 0.00080 3.81118 -0.46 -0.80 0.05
C 1.75023 0.19981 3.39840 -1.75 0.06 -0.35
N 3.48357 -1.36249 4.12908 -1.79 -1.44 0.03
O 4.59872 -1.40595 4.54649 1.37 -0.64 0.37
O 2.72510 -2.34814 4.01870 0.94 2.02 -0.16
H 1.81066 3.54604 3.16473 0.16 0.76 -0.50
H 4.16654 3.15728 3.67262 -0.28 -0.66 0.27
H 4.92698 0.75991 4.14889 0.86 0.16 0.42
H 1.05910 -0.63034 3.32552 0.16 -0.10 -0.15
```
Positions in Å, forces in eV/Å.

***

E_tot in Eh, matching the order above: -4322.1753 -3154.9574 -6491.4283